(1)
{
  "formula": "H4O2",
  "method": "the ωB97M-V functional and the def2-TZVPD basis",
  "e_tot_ev": -4159.557,
  "homo_ev": -11.484,
  "charge": 0,
  "smiles": "O.O",
  "e_above_lowest_ev": 0.381,
  "symbols": ["O", "H", "H", "O", "H", "H"],
  "positions_angstrom": [[1.554, 0.054, -0.014], [1.068, -0.737, 0.146], [2.559, -0.154, -0.184], [-1.654, -0.157, -0.071], [-1.055, 0.641, -0.092], [-2.472, 0.353, 0.215]],
  "atomic_forces_ev_per_a": [[3.4, 1.0, -0.7], [-0.2, -1.2, 0.1], [-3.3, 0.2, 0.6], [-0.7, 2.9, 0.7], [-0.2, -1.5, -0.2], [1.0, -1.4, -0.5]],
  "mulliken_charge": [-0.64, 0.32, 0.32, -0.64, 0.33, 0.32]
}

---

(2)
{
  "formula": "CH3I2O2P",
  "method": "the ωB97M-V functional and the def2-TZVPD basis",
  "e_tot_ev": -30669.585,
  "homo_ev": -9.855,
  "charge": 0,
  "e_above_lowest_ev": 2.909,
  "symbols": ["C", "O", "O", "P", "I", "I", "H", "H", "H"],
  "positions_angstrom": [[0.522, 1.232, -0.812], [-2.099, -0.839, 0.733], [-0.026, 0.055, -1.164], [-0.747, -1.233, 0.590], [0.525, -0.434, 2.534], [-0.287, -3.626, 0.215], [1.211, 1.553, -1.569], [1.192, 1.272, 0.160], [-0.291, 2.018, -0.688]],
  "atomic_forces_ev_per_a": [[-0.1, 2.1, 2.5], [-3.2, 0.3, 0.2], [-0.9, -3.9, 2.2], [4.0, 1.4, -2.1], [0.0, -0.3, -0.6], [0.0, 1.0, 0.0], [0.5, 0.2, -0.7], [-1.2, -0.4, -1.4], [1.0, -0.5, 0.0]],
  "mulliken_charge": [-0.42, -0.42, -0.49, 0.54, 0.08, 0.08, 0.26, 0.13, 0.24]
}

---

(3)
{
  "formula": "C35H53N4OP2SZr",
  "method": "the ωB97M-V functional and the def2-TZVPD basis",
  "e_tot_ev": -75834.015,
  "homo_ev": -16.496,
  "charge": 3,
  "symbols": ["C", "C", "C", "C", "C", "H", "H", "H", "N", "P", "P", "C", "H", "H", "C", "H", "C", "C", "C", "C", "C", "H", "H", "H", "C", "H", "H", "H", "C", "H", "H", "H", "C", "H", "H", "H", "C", "H", "H", "H", "C", "H", "H", "H", "C", "H", "H", "H", "C", "H", "H", "H", "C", "H", "H", "H", "C", "H", "H", "H", "C", "H", "H", "H", "C", "H", "H", "H", "Zr", "C", "O", "N", "C", "C", "C", "C", "C", "H", "C", "H", "C", "H", "H", "H", "C", "N", "C", "C", "N", "C", "S", "H", "H", "H", "H", "H", "H"],
  "positions_angstrom": [[1.789, -1.877, -1.586], [1.455, 0.261, -2.489], [2.782, -2.144, -2.524], [2.349, -0.012, -3.525], [3.047, -1.215, -3.521], [3.293, -3.103, -2.467], [2.494, 0.746, -4.299], [3.779, -1.419, -4.298], [1.205, -0.663, -1.517], [-0.353, -2.650, 0.066], [0.660, 2.404, -0.772], [1.332, -2.967, -0.626], [1.334, -3.940, -1.145], [2.052, -3.057, 0.205], [0.697, 1.550, -2.416], [0.901, 2.244, -3.239], [-0.562, 3.869, -1.011], [2.407, 3.075, -0.628], [-1.496, -3.435, -1.222], [-0.285, -3.539, 1.722], [-1.931, 3.466, -0.430], [-1.885, 3.200, 0.637], [-2.609, 4.329, -0.532], [-2.385, 2.625, -0.964], [-0.078, 5.115, -0.256], [0.081, 4.923, 0.812], [0.831, 5.544, -0.689], [-0.864, 5.883, -0.333], [-0.759, 4.215, -2.495], [-1.453, 5.069, -2.547], [0.164, 4.521, -2.998], [-1.212, 3.388, -3.053], [2.566, 3.614, 0.814], [2.070, 2.967, 1.546], [3.637, 3.625, 1.066], [2.189, 4.638, 0.918], [3.409, 1.922, -0.813], [3.179, 1.081, -0.155], [3.444, 1.572, -1.851], [4.410, 2.297, -0.544], [2.690, 4.159, -1.694], [1.971, 4.174, -2.522], [2.738, 5.161, -1.248], [3.676, 3.971, -2.143], [-1.675, -3.454, 2.375], [-1.607, -3.836, 3.406], [-2.042, -2.416, 2.422], [-2.419, -4.065, 1.848], [0.731, -2.798, 2.618], [1.756, -2.869, 2.232], [0.486, -1.734, 2.751], [0.716, -3.264, 3.617], [0.150, -5.006, 1.571], [0.444, -5.378, 2.563], [-0.665, -5.649, 1.221], [1.014, -5.130, 0.906], [-1.273, -2.763, -2.596], [-1.784, -3.369, -3.362], [-1.695, -1.749, -2.628], [-0.213, -2.707, -2.876], [-2.959, -3.197, -0.801], [-3.176, -2.130, -0.639], [-3.611, -3.554, -1.613], [-3.228, -3.747, 0.108], [-1.233, -4.940, -1.369], [-0.190, -5.167, -1.620], [-1.525, -5.503, -0.476], [-1.857, -5.304, -2.199], [-0.454, -0.015, 0.091], [1.330, 0.460, 1.255], [2.250, 0.543, 1.991], [-1.573, 0.501, -1.565], [-1.107, 0.983, -2.630], [-1.676, 1.055, -3.964], [-3.066, 0.870, -4.019], [-0.924, 1.247, -5.140], [-3.724, 0.955, -5.241], [-3.588, 0.671, -3.080], [-1.595, 1.311, -6.362], [0.164, 1.325, -5.083], [-2.989, 1.181, -6.412], [-4.806, 0.844, -5.266], [-1.020, 1.464, -7.276], [-3.505, 1.249, -7.367], [-1.487, -0.594, 4.980], [-0.904, 0.618, 4.418], [-0.013, 1.453, 5.081], [0.342, 2.433, 4.226], [-0.327, 2.184, 3.037], [-1.084, 1.056, 3.148], [-2.134, 0.342, 1.974], [-2.394, -0.849, 4.425], [-0.776, -1.433, 4.926], [-1.734, -0.408, 6.032], [0.276, 1.258, 6.106], [0.985, 3.294, 4.354], [-0.267, 2.738, 2.187]],
  "atomic_forces_ev_per_a": [[0.4, -0.2, 0.1], [0.1, 0.0, 0.0], [-0.3, -0.2, 0.1], [-0.4, 0.2, 0.2], [0.0, 0.2, 0.0], [-0.1, 0.2, -0.2], [0.1, -0.3, 0.2], [-0.1, 0.0, 0.2], [-0.4, 0.4, 0.1], [0.5, -1.2, -0.3], [0.1, 0.6, -1.3], [0.4, 0.3, -0.1], [0.1, 0.4, 0.2], [-0.3, 0.0, -0.3], [-2.7, -0.9, -0.8], [0.3, -0.2, 0.3], [-0.3, -0.2, 0.2], [-0.1, -0.1, 0.4], [-0.3, 0.0, 0.0], [-0.3, 0.1, 0.1], [-0.2, 0.1, -0.1], [0.0, 0.1, -0.2], [0.2, -0.3, 0.1], [0.1, 0.3, 0.2], [0.0, 0.2, 0.0], [-0.1, 0.1, -0.2], [-0.3, -0.1, 0.2], [0.2, -0.3, 0.0], [0.0, 0.0, -0.1], [0.2, -0.3, 0.0], [-0.3, 0.0, 0.1], [0.1, 0.3, 0.1], [0.3, 0.3, -0.1], [0.1, 0.2, 0.0], [-0.3, 0.1, 0.0], [0.1, -0.4, 0.0], [0.1, 0.1, -0.1], [0.3, 0.0, -0.2], [0.1, 0.1, 0.3], [-0.3, -0.2, -0.1], [0.4, 0.1, -0.1], [0.3, 0.0, 0.3], [-0.1, -0.3, -0.2], [-0.3, 0.1, 0.1], [-0.1, -0.1, 0.2], [0.0, 0.1, -0.3], [0.1, -0.3, 0.0], [0.3, 0.2, 0.2], [0.1, -0.1, -0.1], [-0.2, 0.0, 0.2], [-0.1, -0.1, 0.0], [0.1, 0.1, -0.4], [0.0, -0.2, 0.2], [-0.1, 0.1, -0.2], [0.3, 0.2, 0.1], [-0.2, 0.0, 0.2], [0.1, 0.1, 0.0], [0.1, 0.2, 0.3], [0.1, -0.2, 0.0], [-0.2, -0.1, 0.0], [-0.1, -0.1, 0.0], [0.0, -0.2, -0.1], [0.1, 0.1, 0.2], [0.0, 0.1, -0.3], [-0.1, -0.1, 0.0], [-0.3, -0.1, 0.0], [0.1, 0.1, -0.3], [0.2, 0.1, 0.2], [-3.2, 0.3, -2.7], [6.8, 0.2, 5.6], [-4.8, -0.3, -3.9], [1.0, -0.1, 1.1], [2.9, 0.3, 0.1], [0.0, -0.2, 0.2], [-0.1, 0.1, -0.3], [-0.4, 0.1, 0.1], [0.1, -0.1, 0.2], [0.0, 0.1, -0.4], [0.3, 0.0, 0.2], [-0.4, 0.1, -0.2], [0.1, 0.0, 0.3], [0.2, 0.0, -0.1], [-0.2, -0.1, 0.2], [0.1, 0.0, 0.2], [-0.2, -0.4, 0.4], [0.3, 0.3, -0.8], [-0.2, -0.3, 0.0], [0.0, 0.2, -0.3], [-0.3, -0.5, 0.0], [0.6, 0.3, 1.1], [0.2, 0.2, -0.2], [0.2, 0.1, 0.2], [-0.2, 0.4, 0.0], [0.0, 0.0, -0.3], [-0.1, 0.1, -0.2], [-0.1, -0.2, 0.0], [-0.2, 0.0, 0.3]],
  "mulliken_charge": [-0.75, -0.75, -0.89, -0.28, -1.16, 0.64, 0.62, 0.51, 2.36, 1.79, 0.81, -1.36, 0.64, 0.66, -1.77, 1.31, 1.98, 2.02, 1.46, 1.77, -1.35, 0.22, 0.63, 0.18, -1.73, 0.22, 0.31, 0.58, -1.42, 0.57, 0.23, 0.29, -1.51, 0.19, 0.53, 0.37, -1.81, 0.11, 0.42, 0.74, -1.41, 0.17, 0.43, 0.41, -1.47, 0.50, 0.13, 0.27, -1.50, 0.29, -0.06, 0.65, -1.46, 0.52, 0.36, 0.28, -1.80, 0.64, 0.30, 0.36, -1.52, 0.23, 0.49, 0.31, -1.40, 0.26, 0.31, 0.51, -2.26, 1.01, -0.29, -0.69, 0.75, 0.40, -0.26, -0.01, -1.06, 0.46, -0.97, 0.34, -0.49, 0.45, 0.47, 0.46, -0.85, 0.12, -0.52, -0.36, 0.32, 0.47, -0.59, 0.34, 0.30, 0.41, 0.52, 0.49, -0.15]
}

---

Per-record lowest unoccupied orbital energy, Ha: 0.03300 -0.09652 -0.38189